Entry 1:
C10H16N2O2 | the ωB97M-V functional and the def2-TZVPD basis

Geometry as XYZ:
```
30
Properties=species:S:1:pos:R:3:forces:R:3:mulliken_charge:R:1
C -0.008336 -2.558002 0.548095 0.594 0.081 -0.388 -1.00
C 0.397389 -1.181404 0.142588 0.012 0.816 0.815 0.99
C 3.228648 0.894408 -1.057563 -1.519 -0.344 -1.241 -0.71
C 3.827026 0.248780 0.107817 -0.185 -0.611 2.772 -0.50
C 1.937768 0.100335 -1.323272 -0.387 -2.240 -0.086 -0.38
C 2.629332 -0.386447 0.872845 0.655 -1.481 -1.505 0.46
C -2.172170 1.369742 0.384140 1.897 -1.313 -3.211 -1.81
C -2.345883 -0.684788 -1.170716 -1.050 2.839 -4.284 -1.45
C -2.501018 -0.934205 1.285521 1.720 1.261 0.558 -1.13
C -1.881977 -0.132733 0.101971 -0.327 0.699 3.917 1.36
N 2.750852 -0.852962 2.014096 1.932 1.385 1.549 -0.73
N 1.671843 -0.699715 -0.087691 1.160 1.376 -0.336 0.19
O -0.055012 -2.198145 -0.716117 -0.307 -1.126 -0.411 -0.31
O -0.430543 -0.119729 0.315026 -1.045 0.639 -0.537 -0.31
H 2.026024 -1.251054 2.532914 -1.607 -0.967 0.214 0.24
H 2.922671 1.876962 -0.875878 -0.130 1.766 0.309 0.35
H 3.790956 0.843307 -1.970290 0.614 0.265 -0.250 0.35
H 4.385680 -0.600563 -0.230604 0.655 -0.569 0.073 0.20
H 4.421660 0.811105 0.873229 -0.425 -0.215 -1.107 0.34
H 1.041761 0.691205 -1.569950 0.503 -0.175 -0.221 0.17
H 2.156552 -0.734900 -2.033087 -0.463 1.144 -0.343 0.28
H -1.790762 1.872041 -0.556168 -0.004 0.117 1.354 0.37
H -3.198525 1.550738 0.373211 -1.765 0.272 0.552 0.48
H -1.630602 1.567646 1.286289 0.005 0.762 0.306 0.48
H -1.515714 -0.714205 -1.914565 -0.590 0.063 0.452 0.31
H -3.128355 0.096614 -1.679232 1.717 -1.711 1.230 0.33
H -2.853078 -1.617640 -1.248814 -0.136 -0.887 0.674 0.36
H -3.545406 -1.117964 1.107457 -0.277 -0.504 0.129 0.38
H -1.816016 -1.762687 1.343991 -0.748 -1.290 0.138 0.34
H -2.313797 -0.447437 2.287023 -0.498 -0.051 -1.120 0.33
```
Forces are in eV/Å.

The strongest force on any atom is 5.246 eV/A. For the orbital gap, the calculation gives 9.397 eV. The energy above the lowest of the compared OMol25 structures with the same formula, charge and spin comes out at 126.49 kcal/mol. Its spin multiplicity is 1. The value obtained for the total energy is -650.44667 Ha.



Entry 2:
C10H16N2O2 | the ωB97M-V functional and the def2-TZVPD basis

Geometry as XYZ:
```
30
Properties=species:S:1:pos:R:3:forces:R:3:mulliken_charge:R:1
C 1.998615 1.419676 0.499597 0.690 0.663 0.327 0.25
C -0.148103 -0.794087 1.632720 2.034 -1.472 1.693 0.15
C 1.636477 0.121260 0.111116 1.197 0.697 -0.328 -1.14
C 1.262008 -0.905642 1.137142 1.725 0.679 -1.470 2.72
C 2.233321 -0.670492 2.340425 -1.046 0.801 -2.535 -2.25
C 1.507461 -2.290044 0.507907 0.024 -0.293 3.948 -1.93
C -1.360254 -0.575835 -1.646631 -3.408 0.389 0.268 -1.61
C -2.877463 1.268830 -0.671637 -0.510 -1.109 -0.681 -1.45
C -0.905141 1.881895 -2.131722 -1.298 -0.114 2.164 -1.57
C -1.459628 0.854544 -1.063763 -2.273 -0.336 -1.769 1.60
N 2.374455 2.458662 0.868983 -0.424 -0.689 -0.369 -0.59
N -0.657063 0.909646 0.068918 2.499 0.724 0.837 -0.36
O -0.433490 -1.469284 2.596214 -1.031 0.772 -0.806 -0.60
O -0.992057 0.037085 1.063874 -3.122 0.275 -0.527 -0.11
H 1.935390 -0.135604 -0.905424 -0.348 -0.157 0.224 0.54
H 3.234514 -0.786700 1.949062 0.328 0.732 0.305 0.46
H 2.058121 -1.352185 3.059934 -0.503 -2.875 2.249 0.61
H 1.884237 0.220890 2.817774 0.854 1.177 0.026 0.52
H 2.545066 -2.497945 0.313524 0.375 0.405 -0.742 0.46
H 0.814153 -2.531585 -0.240395 -0.683 -0.455 -1.210 0.38
H 1.346442 -2.903489 1.433529 -0.322 -0.278 -1.113 0.43
H -1.712474 -1.328479 -0.920941 1.004 0.197 0.104 0.38
H -2.159893 -0.754826 -2.433266 1.425 0.691 0.253 0.38
H -0.363818 -0.544685 -1.952150 1.525 -1.401 -0.931 0.43
H -3.457902 0.342163 -0.420843 0.006 0.990 -0.675 0.34
H -3.249116 1.926498 -1.496398 -0.382 -0.761 1.039 0.33
H -2.783330 1.765695 0.263721 -0.334 1.031 0.599 0.39
H -1.621048 1.986715 -3.022334 1.533 -0.171 1.331 0.37
H -0.746295 2.785176 -1.513401 -0.598 0.217 -0.816 0.43
H 0.096816 1.562147 -2.245535 1.063 -0.328 -1.395 0.41
```
Forces are in eV/Å.

Its expectation value of S² is 2.02. The strongest force on any atom is 3.959 eV/A. For the orbital gap (spin up / spin down), the calculation gives 8.687 / 8.258 eV. The energy above the lowest of the compared OMol25 structures with the same formula, charge and spin comes out at 0.00 kcal/mol. Its spin multiplicity is 3. The value obtained for the total energy is -650.40625 Ha.



Entry 3:
C10H16NO | the ωB97M-V functional and the def2-TZVPD basis

Geometry as XYZ:
```
28
Properties=species:S:1:pos:R:3:forces:R:3:mulliken_charge:R:1
C 2.426383 -0.931035 -0.225755 0.894 1.970 0.858 0.58
C -0.004818 -3.222342 0.375125 0.596 -0.248 -1.402 -0.68
C -1.824057 0.605609 -0.538860 -3.518 -1.835 0.297 -0.34
C -0.987091 1.397096 -1.454987 2.512 -1.027 -2.366 -0.85
C -1.399584 0.738451 0.902894 0.365 1.788 0.432 -1.17
C 0.452738 0.750179 -1.367399 -2.027 1.516 1.169 -0.69
C 0.080133 0.506988 1.144626 0.097 1.178 0.962 0.46
C 0.962234 1.095109 -0.009185 2.488 -2.044 1.595 -0.04
C 2.406064 0.480098 0.197953 -0.030 0.935 -4.538 -1.05
C 0.425836 -0.909878 1.239000 -0.375 -1.169 -0.004 -0.57
N 2.478518 -1.982427 -0.656101 0.105 -1.395 -0.473 -0.54
O -0.249610 -1.746691 0.543679 0.660 -0.205 1.556 -0.16
H -0.955628 -3.618686 -0.015656 0.700 0.745 -1.011 0.31
H 0.997007 -3.359003 -0.154803 -1.843 0.428 0.001 0.37
H -2.866021 1.017391 -0.564809 0.632 -0.488 -0.072 0.37
H -1.950615 -0.506446 -0.779974 0.368 1.552 -0.179 0.22
H -1.078698 1.259225 -2.553549 -1.433 0.225 0.713 0.37
H -1.050507 2.446251 -1.226675 0.285 0.525 0.083 0.35
H -1.518285 1.819869 1.124009 -0.105 -0.452 0.161 0.41
H -1.958536 0.215248 1.680507 -0.352 -0.158 -0.478 0.36
H 0.133957 -0.303967 -1.393807 1.121 0.109 -0.458 0.16
H 1.142211 1.081790 -2.135166 -0.010 -0.259 -0.235 0.49
H 0.383239 1.138769 2.072075 -0.207 -1.758 -1.158 0.36
H 0.055014 -3.885146 1.196021 0.420 0.536 2.268 0.37
H 1.155290 2.101203 0.306407 -0.562 0.992 -0.743 0.51
H 3.066538 0.993741 -0.613479 -0.955 -0.769 1.329 0.39
H 2.851546 0.750859 1.093903 0.776 -0.166 1.989 0.42
H 1.271744 -1.196666 1.890234 -0.600 -0.525 -0.296 0.61
```
Forces are in eV/Å.

The strongest force on any atom is 4.633 eV/A. For the orbital gap, the calculation gives 8.857 eV. The energy above the lowest of the compared OMol25 structures with the same formula, charge and spin comes out at 35.45 kcal/mol. Its spin multiplicity is 1. The value obtained for the total energy is -520.26825 Ha. As for the charge: +1.



Entry 4:
C10H16O | the ωB97M-V functional and the def2-TZVPD basis

Geometry as XYZ:
```
27
Properties=species:S:1:pos:R:3:forces:R:3:mulliken_charge:R:1
C 0.858651 2.336978 -1.673524 -0.515 0.334 0.702 -1.40
C 0.390003 0.914023 -1.636017 0.515 -1.093 -0.246 0.69
C -0.944945 0.575251 -1.529292 0.346 0.176 -0.055 -0.70
C 1.347759 -0.119039 -1.694332 -0.458 0.283 -0.092 -0.72
C -1.387096 -0.803902 -1.419344 0.276 0.818 0.095 -0.65
C 0.918468 -1.500914 -1.641473 0.444 0.363 0.036 -0.57
C -0.405265 -1.796142 -1.430690 -0.205 -0.047 -0.382 0.74
O -0.736757 -3.133169 -1.231023 -0.454 -0.282 -0.091 -0.58
H 1.737883 2.490385 -2.298923 0.040 -0.051 0.035 0.36
H 1.053536 2.688956 -0.649989 0.393 -0.081 -0.119 0.19
H -1.651508 1.386942 -1.531599 -0.459 0.131 0.036 0.25
H 2.398396 0.125465 -1.754992 0.159 -0.015 -0.062 0.25
H -2.448747 -0.944785 -1.334635 -0.276 -0.615 0.158 0.24
H 1.676935 -2.262230 -1.748525 -0.154 -0.342 0.188 0.29
H -1.704005 -3.217516 -1.197833 0.502 0.297 -0.043 0.29
H 0.058066 2.996011 -1.998890 -0.146 0.112 -0.398 0.35
C -0.600294 -0.244210 2.477227 0.135 0.938 0.704 -0.41
C -0.131131 1.191279 2.814092 -0.857 -0.487 -0.930 -0.97
C 0.364941 -0.956877 1.538532 -0.685 -0.471 0.612 -0.62
H -0.736731 -0.784124 3.421469 -0.011 -0.180 -0.080 0.35
H -1.603898 -0.107250 2.059316 0.193 -0.401 -0.337 0.29
H 0.028945 1.673969 1.844994 0.566 0.084 0.143 0.10
H 0.703722 -0.273741 0.764631 0.107 -0.191 -0.167 -0.02
H 1.211128 -1.395450 2.087145 0.000 0.338 -0.104 0.41
H 0.744403 1.198692 3.453072 0.162 0.266 0.032 0.32
H -0.970152 1.755667 3.219104 0.135 0.062 0.616 0.36
H -0.172306 -1.794256 1.091488 0.246 0.054 -0.251 0.15
```
Forces are in eV/Å.

Its expectation value of S² is 0.76. The strongest force on any atom is 1.355 eV/A. For the orbital gap (spin up / spin down), the calculation gives 3.218 / 7.258 eV. The energy above the lowest of the compared OMol25 structures with the same formula, charge and spin comes out at 0.00 kcal/mol. Its spin multiplicity is 2. The value obtained for the total energy is -465.82455 Ha. As for the charge: -1.



What is the strongest force on any atom in the third record? 4.633 eV/A